Density functional theory data (ωB97M-V/def2-TZVPD) for C2H5Cl2P in the gas phase at a distorted geometry.

Geometry as XYZ:
```
10
Properties=species:S:1:pos:R:3:nbo_charge:R:1
C 0.527 1.068 -0.672 -1.01
C -0.285 -1.039 0.986 -0.75
P -1.016 0.431 0.018 0.87
Cl 0.536 -0.452 2.391 -0.02
Cl -1.706 -0.514 -1.771 -0.34
H 0.401 2.016 -1.314 0.25
H 0.956 0.359 -1.326 0.23
H 1.286 1.444 -0.040 0.26
H -1.107 -1.626 1.517 0.25
H 0.408 -1.687 0.211 0.24
```

Properties
E: -1340.937290 hartree
highest occupied orbital energy: -9.49 eV
structure (SMILES): CP(Cl)CCl
energy above the lowest of the compared OMol25 structures with the same formula, charge and spin: 0.00 kcal per mole
LUMO energy: 0.62 eV
maximum force: 3.2 eV Å⁻¹
orbital gap: 10.11 eV